# 1
The following is a quantum chemistry calculation of a molecular structure, C27H50FI2NO7P, from the OMol25 dataset.

Positions of all 89 atoms, in Å:
I: 2.45507 1.02975 -0.55639
I: -2.60269 0.04575 2.67466
P: 2.42136 0.15969 3.01093
F: 0.81399 4.77780 3.07446
O: -1.90092 -1.64302 -2.77942
O: 3.27210 1.50192 2.72385
O: 2.08306 0.06214 4.42371
O: -2.13947 1.51260 0.30229
O: 3.76579 -3.71142 0.70036
O: 3.43834 -1.11234 2.70122
O: -2.97349 -5.41063 -2.23130
N: 0.75346 1.98622 0.31739
C: -0.02051 2.03474 2.78920
C: -2.01594 -6.44308 -1.98739
C: -2.53575 -1.19627 -0.44624
C: -1.07348 3.15659 2.86903
C: 2.90129 4.55270 -1.09957
C: 0.32668 6.33681 -2.23806
C: 4.54975 -4.38771 1.68308
C: -2.26920 1.93863 -2.05012
C: -1.29313 0.62097 0.98740
C: -4.91732 2.20665 -2.13826
C: -3.73201 2.03959 -2.02288
C: 5.67149 -5.14958 0.99627
C: -2.19800 -2.26689 -1.54000
C: 0.11112 1.20037 1.45557
C: -2.00626 3.85925 -0.49645
C: -2.43391 -7.71046 -2.71554
C: -0.56655 4.61718 3.01341
C: -0.10623 2.12995 -0.91894
C: 1.28850 3.36669 0.66610
C: -1.20640 -0.72618 0.18454
C: -0.63753 -5.97864 -2.43475
C: 0.89750 -0.06677 1.98365
C: 3.65997 -5.31869 2.49171
C: -1.63071 4.79285 -1.69380
C: -1.60150 2.37278 -0.68772
C: 2.30729 3.91708 -0.26986
C: -0.81352 6.05100 -1.21487
H: 3.19099 -6.06496 1.84383
H: 0.94319 2.45649 3.11249
H: -3.16284 -1.71758 0.28712
H: -0.93686 5.24544 2.18529
H: 4.22898 -5.83726 3.26376
H: 0.77196 5.41602 -2.64087
H: 1.09783 -0.85961 1.25353
H: -1.84520 3.16720 2.09036
H: -1.44701 6.94156 -1.15980
H: 2.85367 -4.75953 2.97030
H: -3.08943 -2.90361 -1.61924
H: 1.13451 6.90790 -1.76318
H: -0.32600 5.87726 -0.24472
H: 0.11865 -6.74128 -2.24106
H: -0.36782 -0.77338 -0.53062
H: -3.12810 -0.40967 -0.92327
H: -3.42600 -8.02743 -2.39222
H: 3.56687 5.28000 -1.52190
H: 0.46083 4.07814 0.72991
H: -2.48884 -7.53654 -3.79380
H: -1.73047 -8.52370 -2.53030
H: -1.01620 4.32525 -2.46924
H: -1.81554 2.44638 -2.90995
H: 1.84575 3.41341 1.60644
H: 5.26686 -5.88938 0.29963
H: 3.38643 -4.37513 0.11398
H: -2.55452 5.18874 -2.13222
H: -0.99095 5.07549 3.91609
H: -1.97782 0.88153 -2.17721
H: -2.71857 -1.26680 -3.12139
H: -1.56642 4.30680 0.40318
H: -5.97547 2.13974 -1.99369
H: -0.63463 -5.74909 -3.50375
H: -0.21226 1.30532 3.58102
H: 4.06581 1.31162 2.20159
H: -3.09374 3.93762 -0.36506
H: 0.25256 2.87043 -1.64139
H: -0.35257 -5.06369 -1.91132
H: -1.65248 2.96616 3.78502
H: -0.02329 1.16857 -1.44301
H: 6.30150 -5.66418 1.72238
H: 0.20228 -0.52876 2.70071
H: -1.36635 -2.85994 -1.14573
H: 4.97105 -3.62441 2.33923
H: -2.98979 -5.24091 -3.17979
H: 6.29498 -4.47017 0.41333
H: -0.08632 6.87299 -3.10370
H: -0.98880 -1.50444 0.93284
H: 2.97861 -1.71348 2.09020
H: -2.01122 -6.62309 -0.91112

## Properties
Charge   +1

---

# 2
The following is a quantum chemistry calculation of a molecular structure, C27H50N6O3PRuSSe3, from the OMol25 dataset.

Positions of all 92 atoms, in Å:
Ru: 0.43963 -0.78289 1.18784
Se: 0.26761 -0.08659 -1.05191
Se: 0.46045 -3.20774 0.01577
Se: 1.60307 1.17544 2.04293
S: -3.07770 -2.27411 3.93790
P: 3.21225 -2.19475 2.60344
O: 1.79389 -1.93314 2.18134
O: -1.46581 1.05972 1.14539
O: 0.74704 4.59654 -1.31132
N: -0.74670 -3.61995 -2.54147
N: 4.26438 -2.20942 1.34510
N: 3.37959 -3.72385 3.23078
N: -2.24008 -3.58993 -0.93366
N: -0.84880 -1.28517 2.57591
N: 3.63505 -1.16783 3.81471
C: 2.65814 -0.42215 4.59270
C: -1.59541 -5.58950 2.31725
C: -0.04399 2.69541 0.07304
C: 4.08973 -1.36280 0.17312
C: -2.53561 -5.80076 1.13536
C: 2.99013 -4.83014 2.36189
C: -2.33586 -4.07514 -4.45692
C: -1.97754 -3.83153 -3.13756
C: -1.14885 2.44479 1.11145
C: 2.97570 -3.95814 4.61246
C: -0.92640 -3.44715 -1.21146
C: -0.22431 1.81611 -1.16421
C: -0.09464 -6.70844 -2.63854
C: -4.63544 -4.21908 -3.69646
C: 1.40137 -4.70195 -3.22868
C: 5.00633 -0.75368 4.02999
C: 0.51447 -3.46170 -3.25404
C: -1.78872 -1.71034 3.12913
C: 5.52813 -2.92082 1.33969
C: -4.28001 -3.99217 -2.37963
C: 1.37362 2.52485 0.65369
C: -3.68032 -4.26524 -4.71668
C: -0.20567 4.16849 -0.35920
C: 0.74805 -6.00383 -3.69869
C: -2.86528 -3.37590 0.37274
C: -3.50937 -4.63691 0.94575
C: -2.92911 -3.80704 -2.11516
H: -1.01760 -6.17585 -2.41139
H: 3.36393 -3.17675 5.26114
H: -0.96239 -4.71594 2.17282
H: 5.70267 -1.39895 3.49949
H: -3.11217 -6.71608 1.29024
H: 1.02886 -2.60930 -2.80412
H: 1.78613 -4.83261 -2.21423
H: 3.13689 -4.56501 1.31518
H: -3.59079 -2.56863 0.25025
H: 0.14486 -5.81657 -4.59244
H: 4.09710 -1.98403 -0.72679
H: 0.24855 -3.19303 -4.27801
H: 2.83536 -0.58797 5.66017
H: -5.67777 -4.36760 -3.94322
H: 1.93518 -5.08201 2.49835
H: -1.60190 -4.10613 -5.24797
H: -0.16031 4.80889 0.53385
H: -0.37395 -7.71037 -2.96514
H: 5.24880 -0.80764 5.09511
H: -1.96148 0.84045 1.94266
H: 5.59504 -3.54191 0.44159
H: 3.38541 -4.91479 4.93962
H: 0.38302 2.22609 -1.97195
H: -1.95840 -5.95795 0.21903
H: 0.46509 -6.80467 -1.70626
H: -5.02504 -3.95004 -1.59973
H: -2.16450 -5.44217 3.23599
H: 1.69777 3.46012 1.12285
H: 2.06939 2.29008 -0.15693
H: -3.91670 -4.34990 1.91973
H: -3.99986 -4.45327 -5.73177
H: 3.14899 -0.81547 0.21039
H: -2.07966 -3.01156 1.03174
H: -0.94258 -6.45235 2.45899
H: 4.90158 -0.63216 0.10961
H: 1.64728 -0.74617 4.35028
H: 1.54154 -6.68584 -4.01430
H: -1.26788 1.83502 -1.48446
H: -2.05212 3.00503 0.83139
H: 2.26058 -4.47061 -3.86298
H: 5.15906 0.27662 3.69133
H: 5.61807 -3.56498 2.21084
H: 2.73560 0.64727 4.38391
H: 1.61854 4.54675 -0.90439
H: 3.59963 -5.70732 2.59132
H: -0.81022 2.79219 2.09410
H: -1.18300 4.31482 -0.82582
H: 1.88517 -3.99959 4.71354
H: -4.35773 -4.94221 0.32976
H: 6.36634 -2.21708 1.32423

## Properties
<S²>   0.761
Multiplicity   2

---

# 3
The following is a quantum chemistry calculation of a molecular structure, C27H50OP2Ru, from the OMol25 dataset.

Positions of all 81 atoms, in Å:
Ru: 0.38168 0.08704 0.26294
P: -0.66210 1.09828 -2.67570
P: 1.15941 -0.91880 -1.30359
O: 2.13456 0.79387 0.89397
C: -3.99045 -0.21823 -2.20882
C: 0.08569 -1.61089 1.36513
C: 2.72897 -2.02875 4.09226
C: 2.96752 -1.15792 -1.48224
C: 0.60729 -2.59442 -1.77236
C: -3.52290 -0.70104 -0.95820
C: 1.39712 -2.14101 1.89471
C: -2.74532 1.48606 -3.39304
C: 2.41086 1.88619 1.76310
C: -3.45566 -0.76427 -3.56530
C: 0.48065 -0.05579 4.83475
C: 0.66209 -0.61978 3.46200
C: 0.81003 -0.00308 -2.84265
C: 3.25989 1.45770 2.95716
C: -0.95424 -2.63403 1.03589
C: -3.74944 1.33932 -2.26123
C: -0.30063 -0.56401 2.41366
C: -0.26693 2.78459 -2.06082
C: 1.16601 2.53704 2.32811
C: -3.25371 0.48945 -4.41215
C: -3.20714 1.62203 -0.86517
C: 1.66247 -1.57359 3.13979
C: -2.58796 0.27247 -0.38629
C: -1.71366 -0.35498 2.83789
C: 3.29819 2.88804 1.02903
C: -0.32426 1.40975 -4.52339
C: 2.07154 -3.36735 1.41907
H: -0.99460 2.11885 -5.02651
H: -5.10009 -0.28344 -2.26552
H: 1.60205 -3.82117 0.53530
H: -0.01099 3.44801 -2.90168
H: 0.53934 2.73001 -1.31375
H: 2.79882 0.64309 3.51482
H: 0.73965 -0.80604 5.60963
H: -4.26383 0.80895 -4.72159
H: -0.48261 -2.67987 -1.75074
H: 3.34603 2.30395 3.64327
H: 0.71287 1.75431 -4.65819
H: 1.11778 0.82849 5.02353
H: -2.42820 -0.64476 2.06316
H: 0.92230 -2.87643 -2.77848
H: 2.46114 -1.80132 5.13342
H: -0.76373 -3.14084 0.09285
H: 1.48042 3.46127 2.82059
H: 2.12827 -4.13660 2.21689
H: 3.24420 -0.42895 -2.26611
H: -1.96644 -2.21858 1.02429
H: 3.69929 -1.53759 3.91949
H: 0.42029 2.76130 1.55944
H: -2.65375 2.51843 -3.76802
H: 3.23620 -2.18228 -1.79525
H: 3.12805 -3.18567 1.14994
H: -4.65633 1.91235 -2.48278
H: -2.52176 -1.32056 -3.42936
H: 4.27484 2.44652 0.81058
H: 3.54226 -0.89444 -0.58850
H: -0.95339 -3.43342 1.80062
H: -1.15192 3.20644 -1.56960
H: 0.71704 1.89082 3.08962
H: -4.17368 -1.46903 -4.00264
H: -3.52647 -1.75242 -0.65373
H: -1.88982 0.68770 3.15548
H: 2.91967 -3.11145 4.02491
H: 1.69686 0.54703 -3.18569
H: -1.56036 0.17816 -0.88111
H: 1.06772 -3.27282 -1.04709
H: -2.32734 0.23740 0.67030
H: 0.65126 -0.74021 -3.64618
H: 3.48544 3.77036 1.64754
H: 4.28599 1.19587 2.67737
H: -2.66822 0.31427 -5.31458
H: -0.56773 0.23997 5.00474
H: -4.03053 1.74288 -0.16622
H: -1.95649 -0.99150 3.70833
H: -0.43549 0.44312 -5.03734
H: -2.52702 2.47310 -0.76201
H: 2.84342 3.22287 0.09808

## Properties
<S²>   8.817
Charge   +1
Multiplicity   6

---

# 4
The following is a quantum chemistry calculation of 10 unconnected molecules or ions with the total composition C27H51Br18F3N, from the OMol25 dataset.

Positions of all 100 atoms, in Å:
Br: -6.75291 2.04182 5.26990
Br: -2.86282 -2.34754 1.21815
Br: -6.88435 0.81019 1.79247
Br: 3.12138 2.15567 -5.74342
Br: 2.82137 -3.57772 -5.75444
Br: -2.28232 -3.15847 -2.33602
Br: 9.39450 -3.93685 -0.53684
Br: -2.48496 2.57378 -2.61041
Br: -5.73660 -2.36705 6.33487
Br: 4.49938 -2.51830 -2.64178
Br: 3.23603 -3.54251 0.62607
Br: 7.25659 -5.62195 -3.03013
Br: -5.17703 6.56070 5.08918
Br: -2.12690 4.49372 5.31514
Br: 6.19963 -3.05307 2.77184
Br: -4.99588 0.14576 8.93561
Br: 6.25438 0.20364 -5.71744
Br: -1.90446 1.76285 -6.16459
F: -2.73955 2.88036 0.60535
F: -0.98901 5.57418 1.58478
F: -0.10399 3.72879 3.09629
N: 0.00455 -0.34568 -0.95545
C: -5.45483 2.23761 3.82679
C: -4.43555 5.59374 6.61208
C: -3.74930 2.48922 -4.09373
C: 4.47529 -2.57284 -5.50813
C: 7.68467 -4.84674 -0.30336
C: 0.02543 -0.11976 -2.45083
C: -3.80550 -3.58005 -1.19312
C: 4.79726 2.47294 -6.69036
C: 5.26791 -3.10297 -4.33635
C: -0.12012 1.96698 0.36226
C: 3.34508 -3.03267 2.50600
C: -3.42764 1.34127 -5.02169
C: -1.27978 3.01161 0.96192
C: 1.35562 -0.51156 -0.30313
C: -6.69920 -0.65633 8.42445
C: 4.50212 -2.09280 2.75148
C: 7.60105 -6.08364 -1.16674
C: 2.58037 0.51325 -2.56625
C: -4.12716 -2.43210 -0.26516
C: 5.40383 1.17787 -7.17740
C: -0.91164 0.66418 -0.23187
C: -6.53689 -2.12211 8.09657
C: 2.57461 0.36986 -0.93521
C: -2.92776 5.68503 6.63626
C: -0.82155 4.12447 1.84270
C: 1.04795 1.04692 -2.97268
C: -6.14159 2.46855 2.50112
H: 6.20709 1.37416 -7.89331
H: -4.86489 6.07965 7.49291
H: -7.09308 -0.06583 7.59289
H: 1.65451 -1.65847 -0.44577
H: -3.18623 0.41304 -4.49724
H: 0.58198 1.69165 1.26633
H: -1.87989 0.92243 -0.86466
H: 5.44782 3.02892 -6.00993
H: 3.42140 1.24168 -2.96620
H: 2.61651 1.47999 -0.49823
H: -4.85090 3.10611 4.10451
H: -5.90802 -2.66015 8.81070
H: -5.42218 2.80188 1.74770
H: 4.19684 -1.52069 -5.40431
H: 0.87920 2.10832 -2.51010
H: -4.72680 2.34388 -3.62520
H: 0.18110 -1.16616 -2.98466
H: 5.31886 -4.19444 -4.30431
H: -7.51222 -2.61337 8.03583
H: 1.01900 1.18329 -4.15654
H: -3.72905 3.46514 -4.58618
H: -2.53637 5.34470 7.59914
H: -4.63520 -3.76234 -1.88208
H: -2.54967 6.69000 6.43029
H: -6.96251 3.18824 2.55651
H: -5.10466 -2.57744 0.20336
H: 0.48652 2.58960 -0.42079
H: 2.39393 -2.53755 2.72116
H: -7.34701 -0.52570 9.29590
H: -3.56409 -4.50828 -0.66867
H: 4.58964 -1.30529 1.99842
H: 5.03013 -2.70685 -6.44105
H: -0.49613 -1.27624 -0.81736
H: -4.80790 4.56780 6.55105
H: -4.82539 1.34377 3.84046
H: 3.40660 -3.95835 3.08451
H: 8.51216 -6.68743 -1.15043
H: 3.59466 -0.12700 -0.61485
H: 4.52891 3.11440 -7.53456
H: 7.64777 -5.11337 0.75669
H: -1.31884 0.06110 0.71457
H: -4.10691 -1.45618 -0.75761
H: 4.67578 0.50080 -7.63179
H: 6.75276 -6.70569 -0.86717
H: 2.69233 -0.57258 -3.00725
H: -4.25734 1.15898 -5.71065
H: -1.07326 0.22395 -2.76516
H: 1.34525 -0.35076 0.87570
H: 6.28321 -2.69624 -4.34268
H: 4.42314 -1.63532 3.74181
H: 6.90169 -4.11403 -0.51646

## Properties
Charge   +1

---

# 5
The following is a quantum chemistry calculation of a molecular structure, C27H51NO2Si2W, from the OMol25 dataset.

Positions of all 84 atoms, in Å:
W: 1.04489 1.45523 1.70278
Si: 0.81935 1.67833 -2.21948
Si: 3.77471 1.16096 1.49273
O: -0.90339 -2.01862 -1.32888
O: -1.99542 -0.38805 -2.65958
N: 0.85618 0.27154 3.45226
C: -2.95408 -2.45373 -0.30984
C: 2.30259 0.22335 0.80351
C: -0.24850 2.34279 -3.68145
C: -0.33449 -0.42227 3.61211
C: -4.29146 0.37808 -1.85536
C: -1.43310 0.07738 2.81447
C: 4.76532 1.99979 0.13574
C: -1.72805 -1.20140 -3.88568
C: -3.74478 0.33600 2.15118
C: -2.08575 1.92417 1.37525
C: 1.70189 -1.00220 5.34980
C: 1.99057 3.08917 -1.86674
C: 1.79924 0.04853 4.43964
C: 3.16075 2.53651 2.65967
C: 1.80491 0.29158 -3.10404
C: -2.77293 -0.34820 2.86958
C: -2.82422 -2.21129 -3.95480
C: 0.51479 -2.39237 -1.20520
C: 4.93715 -0.03234 2.34646
C: 0.54355 -1.77919 5.41018
C: -3.41380 1.46291 1.40019
C: 0.31252 1.42421 -0.21207
C: -0.49216 -1.45227 4.54456
C: -3.13176 0.66135 -2.75623
C: -1.62973 -1.79762 -0.07681
C: 0.71235 -3.38241 -0.09046
C: -1.08392 1.14909 2.00205
H: -0.75137 -1.66443 -3.71226
H: 2.34748 0.23718 -0.27839
H: -0.81565 1.59691 -4.25717
H: 0.83160 -2.89306 0.88322
H: 0.44965 -2.60932 6.10743
H: -2.65940 -2.89676 -4.78689
H: -1.82782 2.85005 0.86720
H: 2.41993 3.49607 -2.78981
H: 4.44527 3.03264 -0.04538
H: 4.71540 1.43918 -0.80571
H: -0.96632 3.10163 -3.34279
H: 1.09446 -1.47410 -1.01899
H: -2.86479 -2.82120 -3.04009
H: 5.09769 -0.91797 1.71555
H: 2.33172 -0.84075 1.11070
H: 0.19082 0.31079 -0.35290
H: -3.79873 -1.72052 -4.08010
H: 2.11275 0.61368 -4.11685
H: 1.40289 3.87088 -1.36251
H: 1.24766 -0.64464 -3.25131
H: -3.56579 -1.94503 -1.06252
H: -4.78316 -0.56284 -2.13285
H: 2.79829 2.75310 -1.20595
H: -1.75065 -1.22586 -2.03431
H: -3.40624 0.64335 -3.81119
H: -2.62409 1.60167 -2.54930
H: -1.45033 -1.98938 4.57666
H: -0.11868 -4.08796 -0.02929
H: 2.62926 0.75545 4.50910
H: 0.83579 -2.80376 -2.16866
H: -4.78310 0.00689 2.18250
H: 1.62826 -3.94992 -0.26512
H: 3.56271 2.31593 3.65443
H: -2.79335 -3.48447 -0.65065
H: -3.99262 0.36139 -0.79929
H: 4.57383 -0.36795 3.32459
H: -3.51635 -2.47386 0.62764
H: -1.66237 -0.47982 -4.69011
H: -0.71713 1.75121 -0.48223
H: 2.54263 -1.20133 6.01955
H: 5.91324 0.45052 2.49238
H: -5.04707 1.17372 -1.95683
H: -1.04540 -2.23372 0.72613
H: 3.66130 3.43098 2.27583
H: 2.73361 0.03988 -2.57444
H: -1.71474 -0.71369 0.06198
H: 5.81606 2.02880 0.45437
H: 0.40156 2.84911 -4.41861
H: -4.17517 2.01892 0.83874
H: 2.09175 2.84345 2.80373
H: -3.01853 -1.20007 3.48524

## Properties
Charge   +4

---

no.,strongest force on any atom (eV Å⁻¹),E_tot (hartree)
1,2.76,-2676.419019
2,0.74,-9651.903019
3,6.45,-1911.071836
4,5.57,-47745.507025
5,4.01,-1908.922212